Entry 1:
The following is a quantum chemistry calculation of a structure of composition C18H34CuN3O8SSi, from the OMol25 dataset.

The geometry in XYZ format:
```
66
Properties=species:S:1:pos:R:3:forces:R:3
Cu 0.58164 2.40797 0.75143 -0.35 0.20 0.05
O 3.68587 4.24818 -0.57406 -0.05 0.20 0.00
C 2.61545 3.88010 -0.13458 0.26 0.66 0.37
O 2.04248 2.76743 -0.43381 -0.21 -0.69 -0.06
C 1.79833 4.75321 0.91768 0.56 0.31 -0.42
O 2.04932 5.92715 1.10003 0.11 -0.12 -0.03
O 0.86937 4.09212 1.52464 -0.32 -0.30 0.08
C -5.24879 2.48486 3.17609 -0.03 -0.03 0.07
C -4.56973 3.58587 2.37259 -0.01 0.18 -0.05
C -3.57135 3.06106 1.39523 -0.11 0.05 0.13
N -2.33291 3.38549 1.40361 -0.01 0.17 0.19
N -1.59359 2.74672 0.45512 0.09 -0.15 0.05
C -2.30135 1.94027 -0.28256 0.08 -0.11 -0.04
N -1.81263 1.22740 -1.31961 -0.14 0.06 -0.25
S -3.97837 1.90294 0.15540 0.02 0.00 -0.04
H -5.95833 2.90884 3.88534 -0.02 0.01 0.03
H -4.51366 1.90476 3.73253 0.03 -0.02 0.02
H -5.79449 1.79780 2.53017 -0.04 -0.04 -0.04
H -4.01820 4.26188 3.02712 -0.01 -0.01 -0.01
H -5.32003 4.18800 1.84865 0.04 -0.06 0.01
H -0.79924 1.23643 -1.40688 -0.04 0.06 -0.11
H -2.17488 0.28893 -1.41026 0.07 -0.02 -0.05
C 3.63771 -0.28392 0.49561 0.08 -0.08 0.05
C 2.85595 -1.51766 0.92781 0.00 -0.21 -0.03
C 3.70204 -2.77487 0.72008 -0.05 0.14 0.08
C 2.42488 -1.40362 2.38559 0.14 -0.02 0.01
O 1.68652 -1.72044 0.11658 -0.04 0.07 -0.07
Si 0.53337 -0.61056 -0.29235 0.39 -0.06 0.06
O 0.33319 0.54766 0.76168 0.02 -0.11 0.00
O 0.82990 0.05814 -1.76721 -0.08 -0.01 0.05
C 1.29769 -0.47110 -3.00541 0.03 0.05 -0.07
C 0.80178 0.49003 -4.08380 0.05 -0.08 0.05
C 2.82275 -0.48643 -2.98137 -0.08 -0.01 -0.09
C 0.75119 -1.87556 -3.24164 0.06 0.03 -0.08
O -0.84222 -1.49041 -0.56797 -0.08 -0.05 -0.05
C -1.57082 -2.31750 0.33104 -0.04 -0.09 -0.07
C -1.49625 -1.79282 1.75932 -0.08 -0.10 0.01
C -3.01778 -2.28636 -0.16050 0.10 -0.14 0.02
C -1.00003 -3.73100 0.23960 -0.09 0.02 0.04
H 4.52308 -0.16872 1.12415 0.00 -0.01 0.02
H 3.05082 0.62575 0.57304 -0.15 0.13 0.00
H 3.96809 -0.37862 -0.53557 0.04 0.01 0.00
H 4.60326 -2.73864 1.33383 0.03 0.01 0.02
H 3.99702 -2.86061 -0.32538 0.00 0.01 -0.06
H 3.12932 -3.66162 0.99186 -0.04 -0.03 0.01
H 3.29767 -1.25809 3.02459 0.02 0.01 0.03
H 1.91999 -2.31767 2.70152 -0.06 -0.04 0.00
H 1.75236 -0.55855 2.51219 -0.06 0.07 -0.01
H 1.19166 1.48903 -3.89440 0.02 0.04 0.03
H -0.28678 0.53759 -4.07948 -0.08 -0.01 0.03
H 1.12708 0.16529 -5.07349 0.03 -0.02 -0.01
H 3.19497 0.49803 -2.70183 0.01 0.05 0.02
H 3.21726 -0.75281 -3.96375 0.00 -0.01 -0.04
H 3.18074 -1.21637 -2.25784 -0.01 -0.06 0.02
H -0.33674 -1.87170 -3.25231 -0.09 0.02 0.00
H 1.08075 -2.55228 -2.45512 0.03 -0.05 0.09
H 1.11303 -2.25757 -4.19829 0.00 0.00 -0.03
H -1.79023 -0.74684 1.79408 -0.03 0.11 0.02
H -0.48426 -1.86850 2.15045 0.11 0.02 0.02
H -2.15819 -2.37426 2.40385 -0.02 -0.03 0.02
H -3.42305 -1.27822 -0.07367 -0.04 0.08 0.04
H -3.64675 -2.96129 0.42323 0.00 0.01 0.02
H -3.05995 -2.59101 -1.20701 0.01 -0.01 -0.03
H 0.05425 -3.71872 0.51045 0.05 0.02 0.01
H -1.08870 -4.10129 -0.78205 0.00 -0.01 -0.05
H -1.53148 -4.41328 0.90602 -0.03 -0.01 0.02
```
Forces are in eV/Å.

## Properties
Frontier orbital gap (alpha / beta) (eV): 7.33 / 7.27
HOMO energy (alpha / beta) (eV): -5.18 / -5.12
DFT total energy (Ha): -3800.99311
Total charge: -1
Largest force on an atom (eV/A): 0.80
Multiplicity: 2
Expectation value of S²: 0.753

---

Entry 2:
The following is a quantum chemistry calculation of a structure of composition C31H47BrCl2CrN2PSSe2Si, from the OMol25 dataset.

The geometry in XYZ format:
```
89
Properties=species:S:1:pos:R:3:forces:R:3
Cr -0.43650 0.11735 1.26396 0.20 -0.18 -0.45
Cl -1.01942 0.79697 3.51919 -0.04 0.23 0.07
C -1.05473 2.56502 3.29222 0.03 -0.51 0.13
C -0.81416 3.31842 4.42003 0.01 0.08 -0.06
C -0.83223 4.69737 4.28429 0.02 0.05 0.05
C -1.07130 5.26239 3.04355 0.00 0.00 0.01
C -1.29862 4.45761 1.93688 -0.01 0.24 -0.14
Cl -1.56702 5.23601 0.41210 0.00 -0.10 0.04
C -1.30775 3.06380 2.01870 0.00 -0.11 -0.05
S -1.64021 2.03290 0.62603 0.06 0.16 0.27
H -0.61559 2.84308 5.37088 -0.02 0.00 -0.03
H -0.65255 5.32739 5.14509 -0.01 -0.01 -0.03
H -1.08142 6.33639 2.91894 0.00 -0.02 -0.01
Se 2.21550 -0.82822 3.38680 0.04 0.14 -0.04
Se 0.64017 -2.22572 1.31270 -0.09 0.25 -0.12
C 0.59393 -1.64951 -0.50473 -0.05 0.03 -0.18
C 1.00677 -2.35100 -1.63422 0.07 -0.15 0.19
C 0.88931 -1.74295 -2.86435 -0.01 0.02 -0.17
C 0.37861 -0.44758 -2.97043 0.00 -0.06 -0.03
C -0.02684 0.19046 -1.82463 0.09 -0.23 0.26
N 0.07154 -0.42207 -0.62987 -0.15 0.28 0.18
C 2.36701 0.78422 2.39749 -0.08 -0.07 -0.05
C 3.48353 1.58789 2.62647 0.10 0.06 0.01
C 3.63060 2.77172 1.93499 0.13 0.01 0.12
C 2.69215 3.11427 0.97329 -0.07 -0.01 -0.09
C 1.63196 2.26687 0.77487 -0.11 -0.21 0.12
N 1.42981 1.14378 1.50151 -0.14 0.13 -0.06
H 1.42561 -3.34229 -1.52491 -0.01 0.02 -0.02
H 1.21397 -2.26785 -3.75456 -0.01 0.01 0.02
H 0.29651 0.05325 -3.92486 0.02 -0.03 0.01
H -0.44038 1.19040 -1.82100 -0.02 0.01 0.02
H 4.23068 1.26495 3.33790 -0.02 -0.01 0.00
H 4.48819 3.40824 2.11940 -0.02 -0.04 0.01
H 2.78544 4.00323 0.36490 0.00 0.00 0.05
H 0.89076 2.47631 0.01692 -0.06 0.04 0.04
C -2.76899 -2.76730 1.02201 -0.06 -0.07 -0.03
P -2.64096 -0.96087 0.92776 0.14 0.06 0.07
C -3.92149 -0.38304 2.07540 -0.07 -0.02 -0.01
C -3.31270 -0.59967 -0.71948 -0.10 -0.06 -0.04
H -3.81315 -3.06099 0.90007 0.01 -0.02 0.00
H -2.39620 -3.13296 1.97695 -0.01 0.03 0.03
H -2.17425 -3.22911 0.23453 0.02 0.02 -0.01
H -4.01363 0.69919 2.00431 0.00 0.02 -0.02
H -3.66521 -0.64411 3.10151 0.03 -0.03 -0.01
H -4.87425 -0.85045 1.82112 0.00 0.03 0.01
H -4.30843 -1.03745 -0.80706 0.00 0.01 -0.01
H -2.67468 -1.03548 -1.48900 0.03 0.00 0.02
H -3.38472 0.47456 -0.87986 0.01 0.01 0.02
C 8.11995 0.73923 -1.82921 0.02 -0.09 0.09
C 6.85746 0.18675 -1.13225 0.17 0.02 0.03
C 7.09225 -1.30193 -0.83221 0.07 0.00 0.10
C 6.71523 0.87515 0.23715 0.08 0.00 0.04
Si 5.31788 0.41377 -2.23073 -0.02 0.01 -0.01
Br 3.55741 -0.06018 -0.84933 0.15 0.02 -0.02
C 5.02470 2.21668 -2.79544 0.00 0.12 -0.07
C 5.96451 2.59985 -3.95813 -0.04 0.10 0.09
C 3.57402 2.47017 -3.24238 -0.03 0.07 -0.06
C 5.28389 3.19336 -1.63704 -0.07 0.09 -0.02
C 5.16585 -0.86245 -3.64197 0.05 -0.07 -0.13
C 3.97680 -0.51752 -4.55312 -0.04 -0.11 -0.07
C 4.90409 -2.28736 -3.12481 -0.01 -0.06 -0.09
C 6.43987 -0.89126 -4.51259 -0.10 -0.04 -0.03
H 8.99338 0.51101 -1.20793 -0.05 0.00 -0.02
H 8.09555 1.81987 -1.95492 -0.06 0.09 0.04
H 8.30004 0.29536 -2.81037 -0.05 0.00 0.05
H 7.93092 -1.38516 -0.13198 -0.04 -0.01 -0.03
H 7.35375 -1.87963 -1.71571 0.06 0.03 -0.07
H 6.22390 -1.76784 -0.36108 -0.01 0.02 -0.01
H 7.63762 0.69761 0.80271 -0.07 0.01 0.00
H 5.88532 0.46065 0.81255 0.01 -0.02 -0.02
H 6.57652 1.95236 0.17168 0.02 -0.07 0.02
H 5.78347 2.01978 -4.86094 -0.09 -0.05 -0.03
H 7.02022 2.49422 -3.70256 -0.05 -0.01 0.01
H 5.79814 3.65295 -4.21355 0.01 -0.05 0.01
H 3.30358 1.93449 -4.15051 0.01 0.05 0.06
H 3.46383 3.54120 -3.45161 -0.03 -0.07 0.01
H 2.85320 2.20283 -2.46563 0.04 0.02 0.01
H 6.32198 3.21076 -1.31468 0.08 0.00 -0.08
H 4.66135 2.96659 -0.76729 0.05 -0.03 -0.09
H 5.03216 4.20578 -1.97561 0.01 -0.04 0.04
H 3.04379 -0.42029 -3.99054 0.08 0.00 0.00
H 3.84975 -1.33100 -5.27864 -0.01 0.06 0.04
H 4.12317 0.39821 -5.12208 0.09 0.01 -0.03
H 5.69246 -2.67281 -2.48392 -0.02 0.01 -0.04
H 4.82860 -2.95554 -3.99182 -0.01 0.02 0.08
H 3.96713 -2.34815 -2.56921 -0.02 0.02 0.00
H 6.70699 0.08642 -4.91727 -0.04 -0.03 0.03
H 6.26776 -1.55980 -5.36433 0.02 0.04 0.05
H 7.30549 -1.27471 -3.97488 0.01 -0.05 0.08
```
Forces are in eV/Å.

## Properties
Frontier orbital gap (alpha / beta) (eV): 7.15 / 6.48
HOMO energy (alpha / beta) (eV): -10.19 / -10.70
DFT total energy (Ha): -11689.69383
Total charge: +1
Largest force on an atom (eV/A): 0.53
Multiplicity: 5
Expectation value of S²: 6.072

---

Entry 3:
The following is a quantum chemistry calculation of a cluster of 2 separate species, C2H9NS in total, from the OMol25 dataset.

The geometry in XYZ format:
```
13
Properties=species:S:1:pos:R:3:forces:R:3
C 1.33399 -1.10145 0.67828 -0.86 0.36 -1.25
S -0.35627 -0.92168 -0.00635 0.08 -0.37 0.15
C -0.03638 -0.75762 -1.78919 -0.62 0.79 0.38
H 1.84382 -0.15524 0.52063 0.28 -0.06 0.35
H 1.79375 -1.88019 0.07626 0.32 -0.15 0.38
H 1.21008 -1.36644 1.71783 0.22 -0.04 0.16
H -0.88063 -1.22486 -2.29208 0.26 -0.37 -0.11
H -0.12047 0.30069 -2.04386 0.39 -0.03 -0.09
H 0.92800 -1.14908 -2.09527 -0.06 -0.21 -0.02
N -1.46574 1.99396 1.61265 -0.89 0.77 -0.40
H -1.89680 1.37071 0.94535 0.35 -0.79 0.04
H -0.47484 2.02448 1.41002 0.00 -0.04 -0.17
H -1.87849 2.86671 1.26573 0.52 0.14 0.58
```
Forces are in eV/Å.

## Properties
Relative energy (zero: lowest compared OMol25 entry of this formula, charge and spin) (kJ/mol): 27.2
Frontier orbital gap (eV): 9.45
HOMO energy (eV): -8.51
DFT total energy (Ha): -534.51931
Total charge: 0
Largest force on an atom (eV/A): 1.56
Structure (SMILES): CSC.N

---

Entry 4:
The following is a quantum chemistry calculation of a structure of composition C17H38N2O5S2, from the OMol25 dataset.

The geometry in XYZ format:
```
64
Properties=species:S:1:pos:R:3:forces:R:3
C 0.50624 -3.05152 -3.85242 -0.07 -0.02 -0.03
O 0.57825 -1.66622 -3.58163 0.05 0.04 -0.07
C 0.21327 -1.36661 -2.25107 0.29 0.11 0.09
C 0.01456 0.13996 -2.16432 0.28 -0.13 -0.30
C -1.08544 0.65287 -3.11176 -0.31 -0.12 0.32
C -2.20385 1.41494 -2.38184 -0.08 -0.04 -0.25
C -3.13155 0.50251 -1.56770 0.15 0.38 0.02
C -4.32463 -0.11636 -2.30660 0.00 0.00 0.11
C -4.67748 -1.54440 -1.85870 -0.22 0.00 -0.10
S -3.33848 -2.73142 -1.80362 -0.23 0.25 -0.27
O -2.59136 -2.48581 -3.02903 -0.14 -0.13 0.20
O -3.92299 -4.04537 -1.64829 0.15 0.10 0.04
N -2.47294 -2.26952 -0.54877 0.17 -0.39 0.19
S -1.90281 -3.28003 0.52906 -0.22 0.10 -0.16
O -2.86203 -3.68920 1.52410 0.29 0.14 -0.09
O -0.63486 -2.73601 0.99882 -0.11 0.04 0.07
H -0.53436 -3.38542 -3.87509 0.05 -0.02 0.05
H 0.96683 -3.21217 -4.82670 0.00 -0.02 0.03
H 1.05307 -3.62947 -3.09471 0.02 0.01 -0.05
H 1.04389 -1.67945 -1.59243 -0.13 -0.04 0.05
H -0.68759 -1.89787 -1.94410 0.09 0.06 -0.10
H -0.20606 0.40501 -1.12026 -0.10 0.02 -0.10
H 0.98411 0.58102 -2.43624 -0.14 0.16 0.04
H -0.68461 1.28605 -3.90613 0.19 -0.09 0.09
H -1.49484 -0.24050 -3.59311 -0.19 0.21 -0.11
H -1.77962 2.14302 -1.67488 0.19 0.00 -0.20
H -2.75163 2.00830 -3.12441 -0.15 -0.06 0.15
H -3.49902 1.09130 -0.71990 -0.07 -0.23 0.06
H -2.52614 -0.30318 -1.16427 0.06 0.19 0.20
H -4.17999 -0.07999 -3.38911 0.16 -0.20 0.06
H -5.21064 0.49321 -2.10047 -0.01 -0.03 -0.16
H -5.16555 -1.56325 -0.88274 0.15 -0.02 0.05
H -5.36839 -2.00250 -2.57195 0.01 0.04 0.04
H -1.59666 -4.38742 -0.18024 0.01 -0.05 0.06
C 2.73725 2.31634 5.07738 0.02 -0.02 0.05
C 2.50200 0.83750 4.78284 -0.06 0.04 -0.01
C 3.27695 0.28583 3.58081 0.03 -0.09 0.08
C 3.24177 1.01077 2.23947 -0.03 0.02 0.00
N 2.02023 0.84410 1.36649 0.05 -0.08 -0.19
C 0.76582 1.43561 1.95337 -0.07 0.05 0.03
C 0.87036 2.91964 1.66670 0.04 0.00 -0.06
C 1.42735 2.95289 0.23616 -0.02 0.00 0.06
C 2.22573 1.65212 0.08559 -0.09 -0.13 0.00
C 1.81140 -0.60168 1.03054 -0.03 0.03 0.10
H 2.65896 2.94393 4.18868 -0.05 0.00 0.00
H 2.00583 2.68629 5.79508 0.03 0.00 0.03
H 3.72772 2.47849 5.50522 0.02 0.01 -0.06
H 1.43393 0.63173 4.69670 0.01 0.01 -0.05
H 2.82383 0.25595 5.64873 -0.04 -0.02 0.00
H 3.02290 -0.76604 3.43866 0.02 0.01 0.00
H 4.33774 0.28354 3.84930 0.01 0.03 -0.03
H 4.05469 0.61897 1.62787 0.00 0.04 -0.02
H 3.40882 2.08218 2.34539 -0.04 0.00 0.05
H -0.06576 0.99486 1.40189 0.00 -0.04 0.02
H 0.67946 1.16129 2.99793 0.01 -0.02 -0.03
H 1.54653 3.41081 2.36631 -0.01 0.00 0.01
H -0.09818 3.40703 1.75309 -0.01 -0.02 -0.01
H 2.04277 3.83024 0.05014 0.01 0.00 0.02
H 0.61308 2.96466 -0.48808 -0.01 -0.04 0.00
H 3.29028 1.80716 -0.06908 0.02 -0.07 0.09
H 1.83503 1.03336 -0.71572 0.10 0.10 -0.05
H 1.57878 -1.15697 1.93423 -0.09 -0.02 -0.06
H 2.71748 -0.98922 0.56977 0.04 0.02 0.01
H 0.98057 -0.68587 0.33502 -0.03 -0.07 0.13
```
Forces are in eV/Å.

## Properties
Frontier orbital gap (eV): 7.87
HOMO energy (eV): -8.12
DFT total energy (Ha): -1952.52135
Total charge: 0
Largest force on an atom (eV/A): 0.47